Entry 1:
Density functional theory data (the ωB97M-V functional and the def2-TZVPD basis) for one molecule with the formula C4H8N4 in a non-equilibrium geometry.

Geometry as XYZ:
```
16
Properties=species:S:1:pos:R:3:forces:R:3:nbo_charge:R:1
C -0.9167 -0.5624 1.0604 1.6215 -1.2449 -0.6626 -0.21
C 1.8095 0.5489 -1.0573 -0.0651 0.0313 0.1820 -0.44
C -0.2774 0.5263 0.2976 0.7616 0.1843 -0.1974 0.50
N -0.7355 1.7678 0.0837 0.0760 -0.4379 -0.1212 -0.77
N -1.8893 -1.3834 0.3799 -0.7091 -0.0908 -0.0903 -0.85
N 0.8920 0.0416 -0.0546 -0.8791 0.1866 -0.1452 -0.40
C 0.6735 -1.3933 0.6507 -1.5988 1.4274 0.9300 0.31
N 1.2555 -2.4100 0.7248 0.2255 -0.3576 -0.1696 -0.56
H -1.2251 -0.2670 2.0671 0.1312 -0.1712 0.0255 0.19
H -0.1587 2.4748 -0.3473 -0.2251 -0.0529 0.0342 0.41
H -1.6740 1.9834 0.3752 0.1672 0.1812 -0.0702 0.42
H -2.3435 -1.0122 -0.4428 0.1187 0.1972 0.1455 0.36
H -1.5578 -2.3196 0.1813 0.2245 0.1818 0.0761 0.39
H 1.3585 0.5571 -2.0546 -0.0144 -0.0573 0.0900 0.20
H 2.1195 1.5677 -0.8036 0.1473 -0.1148 -0.0132 0.20
H 2.6695 -0.1196 -1.0606 0.0181 0.1375 -0.0135 0.25
```
Positions in Å, forces in eV/Å.

**Total energy**: -376.124183 hartree
**Multiplicity**: 1
**HOMO energy**: -7.247 eV
**Frontier orbital gap**: 0.27429 Ha

=====

Entry 2:
Density functional theory data (the ωB97M-V functional and the def2-TZVPD basis) for C4H8N4 as an isolated structure in a non-equilibrium geometry.

Geometry as XYZ:
```
16
Properties=species:S:1:pos:R:3:forces:R:3:nbo_charge:R:1
C 0.4414 -0.5433 0.3027 3.2191 3.5420 2.2856 0.07
C 1.6205 -0.5625 -0.6653 -0.8540 0.3436 0.1220 -0.37
C 0.3376 0.1950 -1.0183 -2.9194 -1.4493 -2.3928 -0.15
C -0.1469 0.8083 0.8655 2.2609 1.4625 3.4658 0.41
H 0.3559 -2.7082 0.7416 -1.6084 3.5031 -0.5822 0.42
H -1.1136 -1.6119 0.8986 0.8728 -0.8840 -0.1417 0.40
H 1.8025 -1.5109 -1.0795 0.1924 -1.2286 -0.2046 0.23
H 2.5314 0.0764 -0.6843 -1.1465 -0.2365 0.3585 0.26
H 0.6260 1.2118 -1.1928 -0.3549 0.4442 0.6457 0.24
H -1.7895 -0.6274 -1.0882 0.0356 -1.8581 0.0934 0.36
H -1.9426 1.6756 0.1309 0.6162 0.3463 0.6423 0.39
H -0.2510 2.5528 1.4619 0.1432 0.4661 0.2501 0.31
N -0.1922 -1.7765 0.4627 -0.5493 -2.1371 0.3922 -0.87
N -1.2480 0.1892 -1.0989 1.7357 3.2730 0.5657 -0.46
N -1.4639 0.8273 0.4119 -0.1972 -2.3622 -3.5236 -0.54
N 0.4325 1.8044 1.5517 -1.4461 -3.2249 -1.9763 -0.69
```
Positions in Å, forces in eV/Å.

**Total energy**: -375.993584 hartree
**Multiplicity**: 1
**HOMO energy**: -8.037 eV
**Frontier orbital gap**: 0.32590 Ha

=====

Entry 3:
Density functional theory data (the ωB97M-V functional and the def2-TZVPD basis) for one molecule with the formula C4H8N4 in a non-equilibrium geometry.

Geometry as XYZ:
```
16
Properties=species:S:1:pos:R:3:forces:R:3:nbo_charge:R:1
C -2.2228 -0.5184 -0.3687 1.3681 -1.0622 0.7875 0.25
C 0.4391 0.4443 -0.4240 1.7445 0.4312 0.1313 0.16
C -3.2856 0.3700 0.0778 1.1876 1.1207 -0.2267 -0.71
C 2.0579 -1.4797 0.0371 1.3613 -1.4187 -1.1460 -0.47
N -1.3261 -1.1687 0.1256 -1.9963 1.0441 -1.0698 -0.07
N -0.2225 -1.6604 0.2267 0.4639 -1.9474 1.2015 -0.16
N 0.8461 -0.7282 0.0688 -1.5474 0.7983 -0.8182 -0.32
N 1.4160 1.3384 -0.7311 0.1172 0.5840 -1.6128 -0.83
H -3.8045 0.1675 0.9736 -0.7019 -0.9834 0.9344 0.23
H -2.8210 1.3366 0.3249 0.1030 -0.0866 -0.4703 0.26
H -3.9059 0.4848 -0.7686 -1.2106 0.4837 -0.4869 0.23
H 2.4362 -1.7325 -1.0074 0.1403 1.5905 0.9392 0.21
H 2.7782 -1.2135 0.8103 0.2965 0.5499 -0.5747 0.21
H 1.8837 -2.5299 0.2356 -0.9243 -0.0788 0.8099 0.25
H 1.1156 2.0418 -1.4436 0.3973 -0.7965 1.4085 0.39
H 2.4290 1.1402 -0.8143 -0.7993 -0.2288 0.1931 0.36
```
Positions in Å, forces in eV/Å.

**Total energy**: -376.028668 hartree
**Multiplicity**: 1
**HOMO energy**: -7.463 eV
**Frontier orbital gap**: 0.31041 Ha

=====

Entry 4:
Density functional theory data (the ωB97M-V functional and the def2-TZVPD basis) for a 2-piece molecular cluster, C4H8N4O overall in a non-equilibrium geometry.

Geometry as XYZ:
```
17
Properties=species:S:1:pos:R:3:forces:R:3:nbo_charge:R:1
C 2.4564 1.0068 -1.1292 0.8456 1.0438 -2.0023 -0.11
C 1.5067 -0.0020 -1.3875 1.1198 -0.3160 2.6591 -0.12
N 1.2518 -0.6368 -0.2202 2.6421 1.6941 -0.4277 -0.20
N 2.0060 0.1020 0.6628 -0.9787 -2.2695 -0.4305 -0.18
N 2.7673 1.0168 0.1413 0.0812 0.7872 0.4556 -0.23
H 2.9976 1.7024 -1.8309 -0.9135 -0.9408 0.8815 0.22
H 1.1736 -0.3925 -2.2956 -0.6697 -0.3197 -1.1339 0.21
H 2.0837 -0.1709 1.6463 -0.0747 0.2167 -0.8315 0.40
C -0.7643 -0.1319 1.8874 0.8532 -0.4331 -1.3956 -0.19
N -0.8811 -0.4183 0.6525 -0.9907 -2.0529 0.3226 -0.09
O -1.7387 0.2866 -0.1324 -0.8126 0.9070 -0.1333 -0.40
C -1.9514 -0.3177 -1.4509 -1.2949 -0.3026 0.8892 -0.25
H 0.0289 -0.7197 2.4417 -1.3415 0.7535 -0.5996 0.18
H -1.2371 0.7408 2.2437 -0.5475 0.8663 1.0575 0.17
H -2.8975 -0.9895 -1.4674 1.5641 1.1513 0.2442 0.18
H -1.0864 -0.8942 -1.6783 0.5483 -0.6345 -0.2087 0.19
H -2.0585 0.4801 -2.2058 -0.0304 -0.1507 0.6535 0.19
```
Positions in Å, forces in eV/Å.

**Total energy**: -451.318381 hartree
**Multiplicity**: 1
**HOMO energy**: -8.838 eV
**Frontier orbital gap**: 0.36092 Ha

=====

Entry 5:
Density functional theory data (the ωB97M-V functional and the def2-TZVPD basis) for one molecule with the formula C4H8N4O in a non-equilibrium geometry.

Geometry as XYZ:
```
17
Properties=species:S:1:pos:R:3:forces:R:3:nbo_charge:R:1
C -2.8692 -0.3136 -0.2822 0.2621 0.3384 0.0250 -0.07
N -1.6929 -0.6860 0.0019 -0.5505 -0.6245 0.3535 -0.44
C -0.5359 0.0433 -0.1054 0.4820 0.1361 1.0403 0.21
N -0.5735 1.3732 -0.5660 -0.2326 0.4922 -0.5239 -0.85
C 0.5520 -0.5296 0.5116 0.0644 -0.2163 -2.4420 0.06
N 0.4915 -1.7744 1.0823 0.1969 -0.0783 0.4291 -0.79
C 1.9400 -0.1082 0.0615 0.2207 -0.0164 2.0702 0.64
N 2.1854 1.2309 0.0190 -0.1044 0.1902 -0.4011 -0.83
O 2.8311 -0.9270 -0.0767 -0.2684 -0.0411 -0.3849 -0.62
H -3.1460 0.6720 -0.6641 0.0304 0.0723 -0.0139 0.13
H -3.6750 -1.0064 -0.0878 -0.1686 -0.1178 -0.1418 0.18
H -1.3989 1.5703 -1.1177 -0.0078 -0.1369 0.1081 0.37
H 0.2219 1.6565 -1.1209 0.1286 -0.1616 -0.0295 0.38
H -0.3530 -2.2990 0.9077 0.0749 0.1223 0.0492 0.41
H 1.3596 -2.2898 1.0864 -0.0939 0.0767 -0.1883 0.40
H 1.5131 1.8715 0.4059 0.0714 0.0217 0.0809 0.40
H 3.1496 1.5164 -0.0554 -0.1053 -0.0570 -0.0309 0.41
```
Positions in Å, forces in eV/Å.

**Total energy**: -451.466541 hartree
**Multiplicity**: 1
**HOMO energy (alpha / beta)**: -7.343 / -7.343 eV
**Frontier orbital gap (alpha / beta)**: 0.28076 / 0.28079 Ha

=====

Entry 6:
Density functional theory data (the ωB97M-V functional and the def2-TZVPD basis) for a 2-piece molecular cluster, C4H8N4O overall in a non-equilibrium geometry.

Geometry as XYZ:
```
17
Properties=species:S:1:pos:R:3:forces:R:3:nbo_charge:R:1
C -0.1170 -1.1453 0.5476 0.3771 1.1183 -0.5311 0.21
C -0.5108 -3.3597 1.0302 -0.9309 -0.1783 1.1069 0.87
C -1.0780 -2.2914 0.3096 1.8245 0.1933 -1.0762 -0.68
C 1.8140 -0.1373 1.5605 1.5104 -0.0801 -0.7802 -0.42
N -1.0999 1.1058 -1.5931 -0.2787 1.4423 0.0632 0.29
N -1.3574 2.0407 -2.1378 0.1287 -2.5560 0.2119 0.27
N -1.6599 2.8910 -2.9978 0.0608 3.9104 -2.4699 -0.56
N 0.9673 -1.1971 1.2196 -2.1559 -1.9920 0.6115 -0.48
O 0.1623 -3.7766 1.8217 0.7497 -0.9107 0.2651 -0.27
H -2.0395 -1.9614 0.5259 -1.9131 0.1260 1.4532 0.35
H -1.2485 -2.5758 -0.7094 0.6228 0.0166 -1.0414 0.34
H 1.3204 0.7238 1.3593 -1.0483 2.8810 -0.4015 0.22
H 2.6515 -0.2747 0.9499 1.4468 0.3967 -1.4670 0.23
H 2.2933 -0.1634 2.4937 -0.3736 -0.3612 1.8653 0.25
H -2.6456 3.1513 -3.2966 1.1173 -0.9636 1.0401 0.50
H -0.9180 3.6066 -3.3202 -1.1213 -1.5633 0.9380 0.49
H 1.2907 -1.9968 1.7338 -0.0161 -1.4794 0.2122 0.38
```
Positions in Å, forces in eV/Å.

**Total energy**: -450.621349 hartree
**Multiplicity**: 1
**HOMO energy (alpha / beta)**: -16.498 / -16.499 eV
**Net charge**: +2
**Frontier orbital gap (alpha / beta)**: 0.28903 / 0.28906 Ha

=====

Entry 7:
Density functional theory data (the ωB97M-V functional and the def2-TZVPD basis) for one molecule with the formula C4H8N4O2S in a non-equilibrium geometry.

Geometry as XYZ:
```
19
Properties=species:S:1:pos:R:3:forces:R:3:nbo_charge:R:1
C 1.8330 -0.7732 0.1642 -0.3989 1.0923 0.0768 0.52
C -0.8609 -0.4647 -0.5146 -0.5888 0.3583 -0.3331 -0.05
C 2.0440 1.5521 0.6530 0.0911 0.0099 -0.0861 -0.43
C -3.5203 0.0586 -1.1685 0.7319 -0.0762 0.4977 -0.85
N 0.9982 -1.8254 -0.2757 0.3551 -1.5617 0.0713 -0.32
N -0.1630 -1.4340 -0.4107 0.0547 0.4057 -0.1073 -0.02
N 1.3292 0.3888 0.2215 -0.1624 -0.4545 0.0939 -0.51
N 3.0810 -1.2019 0.5080 0.1096 0.1400 -0.0653 -0.81
O -2.7777 -0.9209 1.1859 -0.0448 0.0982 -0.4021 -0.90
O -2.1869 1.4273 0.6699 0.2056 -0.0861 -0.3325 -0.91
S -2.3711 0.0760 0.2345 -0.6623 -0.1180 0.3065 2.14
H 2.4444 1.4224 1.6637 0.0075 0.0445 0.0321 0.19
H 2.8761 1.7831 -0.0225 0.0173 0.1162 0.0370 0.18
H 1.3434 2.3862 0.6520 0.2113 0.0856 0.0692 0.22
H -4.4604 0.4803 -0.8284 -0.0050 0.0564 0.2278 0.26
H -3.0951 0.6642 -1.9594 0.0764 0.0867 -0.0718 0.25
H -3.6591 -0.9678 -1.4867 0.0379 -0.1405 -0.0171 0.25
H 3.3241 -2.1322 0.2099 0.0006 0.0175 -0.0248 0.41
H 3.8210 -0.5188 0.5039 -0.0368 -0.0743 0.0278 0.39
```
Positions in Å, forces in eV/Å.

**Total energy**: -924.771774 hartree
**Multiplicity**: 1
**HOMO energy (alpha / beta)**: -9.024 / -9.024 eV
**Frontier orbital gap (alpha / beta)**: 0.32393 / 0.32391 Ha

=====

Entry 8:
Density functional theory data (the ωB97M-V functional and the def2-TZVPD basis) for an isolated ion of composition C4H8N5O2 and charge +1 in a non-equilibrium geometry.

Geometry as XYZ:
```
19
Properties=species:S:1:pos:R:3:forces:R:3:nbo_charge:R:1
N -1.2191 -1.2003 0.8825 -0.2942 0.2158 0.6262 -0.83
C -1.1816 -0.1532 1.7227 2.0783 -0.1515 -0.2559 0.78
O -1.4599 -0.2597 2.8805 -0.7483 0.8352 0.5516 -0.57
N -0.4987 0.9997 1.2009 -0.9410 -3.0921 -0.5928 -0.68
C -0.0195 1.0795 -0.1523 0.2070 0.7015 0.5841 0.05
N -0.8772 0.6301 -1.2794 2.6817 -0.7742 0.8568 -0.64
C -0.2993 -0.3380 -2.1051 -0.5968 2.4182 2.6126 0.79
O -0.7274 -0.7515 -3.1107 0.4558 -1.0294 -0.9275 -0.47
N 0.9170 -0.7061 -1.3492 -2.9652 2.6167 0.4770 -0.58
C 1.2159 0.1181 -0.3795 -2.2244 0.2303 0.9775 0.57
N 2.1645 0.0349 0.4940 0.3788 -2.0919 -2.4594 -0.66
H -0.9213 -1.2234 -0.0390 0.0472 0.0070 -1.3700 0.38
H -1.5871 -2.0122 1.2819 -0.5401 -1.3628 0.4899 0.42
H -0.7400 1.7514 1.7808 0.0362 1.8367 0.2244 0.43
H 0.3172 2.1372 -0.0851 0.0045 -0.4191 -1.4657 0.26
H -1.6507 1.1039 -1.6340 -1.3954 1.0800 -0.3788 0.44
H 1.5302 -1.2188 -1.8054 3.7378 -3.4724 -2.4351 0.43
H 2.1770 0.7112 1.1584 0.1678 2.2933 2.6789 0.43
H 2.8599 -0.7027 0.5381 -0.0896 0.1587 -0.1941 0.44
```
Positions in Å, forces in eV/Å.

**Total energy**: -581.271462 hartree
**Multiplicity**: 1
**HOMO energy**: -13.997 eV
**Net charge**: +1
**Frontier orbital gap**: 0.34405 Ha